Entry from the OMol25 dataset: a 2-piece molecular cluster, C2H5NO overall (ωB97M-V/def2-TZVPD).

```
9
Properties=species:S:1:pos:R:3:forces:R:3
C 1.025245 -0.131228 -0.549451 0.22 0.01 -0.09
C -1.179512 -1.215105 -0.246910 -0.07 -0.02 0.02
O -2.090031 -1.958150 -0.297557 0.56 0.45 0.03
N -0.324060 -0.379605 -0.117260 -0.54 -0.45 -0.04
H 1.696383 -0.926597 -0.210486 -0.10 0.12 -0.05
H 1.364525 0.814944 -0.122844 -0.06 -0.14 -0.06
H 1.078996 -0.059645 -1.640270 -0.01 -0.01 0.16
H -0.835659 2.243232 1.783831 0.03 -0.04 -0.03
H -0.735887 1.612155 1.400946 -0.04 0.08 0.05
```
Forces are in eV/Å.

As for the multiplicity: 1. The calculation puts the HOMO energy at -10.46 eV. For the LUMO energy, the calculation gives 0.74 eV.



Entry from the OMol25 dataset: C40H45N3OPRhSSi as an isolated structure at a distorted geometry (ωB97M-V/def2-TZVPD).

```
93
Properties=species:S:1:pos:R:3:forces:R:3
Rh 0.596379 -0.017433 0.074207 -2.19 -0.43 0.08
N 3.258123 1.686999 3.110563 2.15 0.49 -0.31
C 2.592858 1.073083 2.078477 -0.60 -0.77 -1.63
S 0.997953 0.449154 2.332508 0.31 0.52 -0.49
N 3.156479 0.969925 0.876164 1.03 0.30 -0.22
N 2.472191 0.514152 -0.190511 -0.85 0.78 3.60
C 3.057286 0.540686 -1.379537 4.18 -0.22 -2.74
C 2.594724 0.071079 -2.629785 -0.53 0.52 1.23
C 3.486587 0.050345 -3.749660 -0.03 -0.37 -0.16
C 3.229500 -0.671115 -4.903909 1.34 0.59 0.09
C 1.976416 -1.181550 -5.045193 -2.09 -1.16 -0.81
C 1.006771 -1.007559 -4.037574 -1.12 -0.41 -0.39
C 1.249638 -0.432192 -2.788956 0.83 -0.41 -1.50
O 0.276022 -0.378247 -1.901782 0.21 0.44 0.39
H 3.023944 1.376567 4.033983 -0.15 -0.07 0.16
H 4.297411 1.858900 2.990318 -2.01 -0.39 -0.07
H 4.185226 0.700676 -1.386528 -1.48 0.19 0.34
H 4.397410 0.616857 -3.740214 0.46 0.05 0.59
H 4.005313 -0.826532 -5.684284 -0.68 0.42 0.65
H 1.686009 -1.720940 -5.985238 0.24 0.60 1.04
H -0.046706 -1.296132 -4.233722 0.80 -0.08 0.13
C -0.773001 -3.738764 -1.636435 1.04 -0.14 -0.36
C -1.378801 -3.204159 -0.343841 -0.67 -0.58 0.18
C -2.386080 -2.082177 -0.722992 0.11 0.41 1.05
C -2.098134 -4.407261 0.316119 -0.89 0.30 0.54
P -0.111416 -2.337665 0.753398 1.12 -0.84 1.13
C -0.809752 -2.218228 2.487115 -1.10 -0.28 -1.15
C -1.750919 -1.185821 2.675584 1.42 -1.25 0.49
C -2.418397 -1.076507 3.876703 -1.06 1.36 -0.11
C -2.203588 -1.993410 4.893237 0.34 -0.42 -0.15
C -1.281455 -3.042685 4.694617 -1.32 0.73 0.55
C -0.632011 -3.179411 3.490690 0.97 0.20 -0.39
C 1.437927 -3.485176 0.992877 -1.40 0.65 -0.46
C 2.184349 -2.997176 2.233291 -1.15 1.33 0.79
C 2.300872 -3.232078 -0.285232 0.03 0.34 0.58
C 1.134091 -4.971410 1.153183 -0.82 -1.04 -0.25
H -1.550095 -4.042695 -2.360111 0.17 0.20 0.41
H -0.060278 -4.586906 -1.529359 -0.73 0.36 0.25
H -0.172029 -2.953179 -2.070663 0.04 0.36 -0.56
H -3.239443 -2.510088 -1.284444 0.36 0.36 0.38
H -1.886259 -1.292682 -1.292237 -0.04 -0.31 -0.36
H -2.708582 -1.524668 0.200001 -0.28 -0.82 -0.78
H -3.013931 -4.613289 -0.292885 0.50 0.23 0.59
H -2.389390 -4.219631 1.384113 0.08 -0.14 -0.97
H -1.528395 -5.340395 0.276420 0.20 0.31 0.08
H -1.821987 -0.436033 1.924412 -0.37 0.50 -0.54
H -3.118328 -0.197549 3.924130 0.63 -1.12 0.51
H -2.726700 -1.927794 5.844407 0.07 0.09 -0.21
H -1.190961 -3.740165 5.513823 0.39 -0.21 -0.09
H 0.160376 -3.924940 3.358620 -1.01 0.07 0.16
H 3.132033 -3.426079 2.171415 1.85 -0.77 0.10
H 1.753721 -3.244334 3.244634 0.49 0.17 -1.36
H 2.323413 -1.900511 2.222544 -0.05 -0.43 -0.07
H 2.321858 -2.128345 -0.477301 0.34 -0.98 -0.01
H 1.920879 -3.751344 -1.163398 -0.30 0.19 0.02
H 3.317275 -3.636739 -0.157669 -0.15 0.35 0.20
H 0.350458 -5.315521 1.885607 0.78 0.86 -0.47
H 2.077685 -5.411479 1.477636 0.03 -0.41 -0.14
H 0.801235 -5.449417 0.203931 0.52 0.36 0.50
C 3.203131 4.630944 -1.435398 0.16 -0.25 -0.59
C 2.450343 3.955177 -2.393140 -1.60 -0.23 -1.50
C 1.231323 3.316693 -2.064477 1.75 0.53 -1.12
C 0.798926 3.368368 -0.760535 -1.04 -0.88 1.23
C 1.428638 4.155810 0.220194 3.15 0.17 -1.93
C 2.703303 4.760198 -0.153956 -1.90 -0.56 0.99
Si -0.540400 2.176562 -0.147346 -0.56 1.62 -0.17
C -1.945707 1.999448 -1.407248 -1.01 -0.34 0.22
C -3.284236 2.298651 -0.992146 0.58 -0.44 -2.15
C -4.355644 2.291141 -1.923710 1.00 0.04 1.03
C -4.155629 1.952225 -3.251255 0.23 -0.01 0.79
C -2.867390 1.582872 -3.595997 0.15 -0.17 -1.54
C -1.773216 1.576826 -2.736237 -1.09 0.19 0.32
C -1.326304 3.389975 1.133116 0.37 -1.41 0.01
C -1.847098 2.816906 2.279067 -0.49 0.89 1.50
C -2.473724 3.603309 3.256597 -0.46 0.88 -0.19
C -2.609970 4.980482 3.045471 0.40 -0.64 -0.45
C -2.098620 5.552314 1.888461 0.36 -0.57 -0.21
C -1.433975 4.769564 0.938494 -0.99 -0.32 0.65
H 4.197596 5.012676 -1.696126 -0.52 0.08 0.13
H 2.602030 3.967081 -3.503895 0.81 0.02 1.25
H 0.718882 2.772402 -2.892971 0.26 0.42 1.04
H 1.100787 4.179395 1.244556 -0.10 0.11 0.08
H 3.272470 5.340102 0.568226 -0.14 -0.17 0.06
H -3.470898 2.509568 0.031592 -0.23 0.38 0.64
H -5.320797 2.572541 -1.566205 -0.61 0.06 0.17
H -4.980968 1.915682 -3.966604 0.37 0.11 0.21
H -2.741874 1.320223 -4.650963 0.33 -0.16 0.34
H -0.851105 1.158728 -3.090899 0.31 0.21 -0.07
H -1.733319 1.775428 2.517155 0.06 -0.45 -0.25
H -2.939292 3.218495 4.159882 0.31 -0.39 -0.13
H -3.102056 5.639936 3.737545 -0.18 -0.11 0.38
H -2.230697 6.609334 1.770839 0.09 0.40 -0.33
H -1.090295 5.179910 0.016655 0.30 0.44 -0.39
```
Forces are in eV/Å.

As for the multiplicity: 5. The calculation puts the HOMO energy (spin up / spin down) at -4.96 / -7.67 eV. The expectation value of S² is 6.049. For the LUMO energy (spin up / spin down), the calculation gives -0.28 / -2.50 eV.



Entry from the OMol25 dataset: C16H24ClMnNO2 as an isolated structure at a distorted geometry (ωB97M-V/def2-TZVPD).

```
45
Properties=species:S:1:pos:R:3:forces:R:3
C -2.499842 5.801504 -0.273529 1.40 -3.30 0.07
C -3.088467 5.493156 1.032408 0.03 -0.18 0.20
C -1.150776 6.364354 -0.353129 0.30 -0.07 0.01
C -3.183147 5.383975 -1.501049 -0.03 -0.19 -0.21
Cl -1.381998 2.795115 -0.148960 -1.89 2.24 -0.18
H -1.419641 7.423347 -0.399965 0.42 0.68 -0.05
H -0.580352 6.106520 -1.269186 -0.68 0.23 0.43
H -0.511579 6.201784 0.538548 -0.71 0.19 -0.39
H -3.642885 6.419743 1.189804 -0.50 0.36 0.57
H -2.364781 5.376729 1.863041 -0.28 0.34 -0.65
H -3.809284 4.651608 1.052680 0.34 0.64 -0.36
H -3.741534 6.301152 -1.701297 -0.52 0.29 -0.56
H -3.908878 4.552546 -1.395040 0.38 0.68 0.28
H -2.521150 5.185633 -2.368027 -0.25 0.41 0.66
C 0.939596 -0.304433 1.443079 0.87 0.37 -0.08
C 1.691965 0.825617 0.995712 0.12 -1.16 1.36
C 0.944862 2.013832 1.326464 -0.43 -0.37 1.21
H 2.721683 0.797369 0.628127 -0.60 0.06 0.08
C -0.273935 1.596360 1.969409 1.06 -0.55 1.10
C -0.304519 0.160895 1.962419 0.67 0.87 0.33
H -1.079478 -0.463618 2.401062 0.10 0.22 -0.40
H 1.288589 -1.342383 1.446637 -0.31 0.54 -0.37
H 1.321913 3.023712 1.184294 -0.34 -0.25 -0.03
H -1.059981 2.205738 2.414617 0.44 -0.15 -0.43
C -0.834923 -0.279407 -1.893465 0.29 0.04 -0.88
C 0.533124 -0.605162 -1.687565 -0.37 0.36 0.17
C 1.288944 0.606476 -1.716292 -0.02 0.28 -1.30
H 0.926696 -1.613622 -1.565352 -0.25 0.27 0.31
C 0.395802 1.683852 -2.054329 0.80 -0.91 -0.46
C -0.925413 1.117611 -2.197575 0.17 -1.03 -0.08
H -1.851527 1.606283 -2.491759 0.48 -0.01 0.19
H -1.653275 -1.000441 -1.945687 0.36 0.36 0.30
H 2.380817 0.676890 -1.671291 -0.66 0.04 0.10
H 0.719891 2.698923 -2.265585 -0.29 -0.22 0.23
Mn -0.184350 1.002723 -0.149997 -0.16 -1.11 -1.26
N -0.091790 -5.176201 1.111815 -0.16 -1.05 0.90
C -0.831261 -3.932315 1.558487 0.32 -0.95 0.02
C -0.889518 -3.075429 0.283820 0.16 0.10 -0.30
O -0.229867 -3.588157 -0.689722 -0.85 1.22 0.64
O -1.535052 -2.019795 0.402903 0.63 -0.46 -0.60
H 0.117565 -4.956071 0.060318 -0.28 0.34 0.67
H -0.686419 -6.027231 1.231667 0.80 0.77 -0.21
H 0.774194 -5.293389 1.663015 -0.53 -0.20 -0.53
H -1.825704 -4.221971 1.924850 0.36 0.30 -0.14
H -0.247420 -3.464045 2.366758 -0.39 -0.03 -0.37
```
Forces are in eV/Å.

As for the multiplicity: 4. The calculation puts the HOMO energy (spin up / spin down) at -13.29 / -14.51 eV. The expectation value of S² is 4.121. For the LUMO energy (spin up / spin down), the calculation gives -7.66 / -7.51 eV. The total charge is +2.



multiplicity of number 3 (C16H24ClMnNO2)? 4



The lowest multiplicity belongs to which entry? C2H5NO



Among the records above, which one has the lowest multiplicity? C2H5NO



Which formula does entry 3 have? C16H24ClMnNO2